Entry 1
7 unconnected molecules or ions with the total composition C14H28Br14. Source: the Open Molecules 2025 dataset; level of theory: ωB97M-V with the def2-TZVPD basis set.

XYZ file:
```
56
Properties=species:S:1:pos:R:3
Br 12.875 8.742 12.617
C 11.460 8.738 11.292
C 11.955 8.203 10.021
Br 10.410 8.271 8.798
H 11.096 9.799 11.187
H 10.633 8.103 11.692
H 12.267 7.117 10.147
H 12.762 8.737 9.573
Br 9.343 7.787 14.974
C 7.953 8.341 13.670
C 7.523 7.091 12.970
Br 6.307 7.754 11.503
H 8.398 9.084 13.001
H 7.166 8.760 14.257
H 6.931 6.462 13.600
H 8.307 6.566 12.496
Br 6.221 16.585 11.574
C 7.420 16.384 10.019
C 8.888 16.384 10.383
Br 9.760 16.051 8.673
H 7.284 17.253 9.429
H 7.291 15.413 9.491
H 9.229 15.576 11.030
H 9.291 17.328 10.768
Br 12.278 14.784 11.981
C 12.098 12.909 12.636
C 10.666 12.825 13.173
Br 10.313 11.087 13.939
H 12.860 12.823 13.375
H 12.340 12.234 11.774
H 9.913 13.003 12.471
H 10.572 13.483 14.007
Br 13.659 14.518 6.063
C 13.940 14.744 7.857
C 14.786 15.977 8.162
Br 13.944 17.670 7.900
H 14.600 13.926 8.218
H 13.052 14.681 8.410
H 15.728 15.862 7.520
H 15.161 15.988 9.197
Br 7.517 12.808 9.796
C 7.278 11.858 11.533
C 6.454 12.656 12.458
Br 6.563 11.820 14.148
H 8.276 11.632 11.838
H 6.730 10.968 11.186
H 5.441 12.836 12.069
H 6.814 13.704 12.539
Br 11.453 12.368 9.014
C 12.217 11.390 7.495
C 11.354 11.714 6.259
Br 12.425 11.052 4.808
H 11.971 10.383 7.649
H 13.277 11.671 7.269
H 11.210 12.770 6.224
H 10.465 11.089 6.215
```

The highest occupied orbital energy is -10.051 eV. The value obtained for the LUMO energy is 0.17 eV. The calculation puts the frontier orbital gap at 10.224 eV.

Entry 2
7 unconnected molecules or ions with the total composition C14H28Br14. Source: the Open Molecules 2025 dataset; level of theory: ωB97M-V with the def2-TZVPD basis set.

XYZ file:
```
56
Properties=species:S:1:pos:R:3
Br 3.500 11.986 7.177
C 1.750 12.319 8.060
C 0.758 12.508 6.918
Br -1.017 12.452 7.728
H 1.837 13.216 8.658
H 1.498 11.437 8.635
H 0.825 11.750 6.148
H 0.880 13.490 6.470
Br -0.086 19.785 7.120
C -1.362 19.060 5.811
C -2.004 20.240 5.107
Br -3.023 19.687 3.508
H -2.079 18.426 6.318
H -0.821 18.487 5.062
H -1.261 20.968 4.797
H -2.705 20.752 5.763
Br 2.295 18.066 13.660
C 3.167 19.486 14.678
C 4.670 19.274 14.717
Br 5.409 19.249 12.923
H 2.689 19.483 15.654
H 2.940 20.439 14.203
H 4.912 18.359 15.257
H 5.163 20.057 15.294
Br 5.183 19.000 7.414
C 5.816 20.589 8.420
C 4.684 21.135 9.232
Br 5.359 22.742 10.168
H 6.146 21.300 7.669
H 6.674 20.296 9.016
H 4.289 20.461 9.986
H 3.832 21.458 8.640
Br 1.044 15.739 9.423
C 1.832 17.407 10.138
C 0.695 18.391 10.349
Br 1.416 20.216 10.664
H 2.544 17.768 9.404
H 2.268 17.086 11.071
H 0.144 18.078 11.231
H 0.042 18.507 9.498
Br -1.837 18.271 13.441
C -3.054 19.229 14.681
C -4.221 18.314 14.963
Br -5.675 19.475 15.631
H -3.396 20.088 14.115
H -2.515 19.552 15.565
H -4.068 17.520 15.683
H -4.632 17.923 14.039
Br -3.312 21.834 11.649
C -1.605 22.050 10.668
C -1.654 23.377 9.929
Br 0.198 23.669 9.344
H -1.493 21.172 10.045
H -0.867 22.023 11.460
H -2.033 24.198 10.519
H -2.264 23.184 9.049
```

The highest occupied orbital energy is -10.039 eV. The value obtained for the LUMO energy is 0.22 eV. The calculation puts the frontier orbital gap at 10.257 eV.

Stability ranking, top entry: entry 2; the second entry is 0.562 eV less favorable.

Entry 1
2 unconnected molecules or ions with the total composition C6H18N3S. Source: the Open Molecules 2025 dataset; level of theory: ωB97M-V with the def2-TZVPD basis set.

XYZ file:
```
28
Properties=species:S:1:pos:R:3
C -2.726 1.323 -0.696
C -2.160 1.660 -2.056
C -1.109 3.022 0.783
S -1.488 1.256 0.642
H -3.476 1.996 -0.279
H -3.254 0.372 -0.715
H -1.990 2.720 -2.225
H -2.782 1.300 -2.876
H -1.440 3.417 1.740
H -0.058 3.255 0.698
H -1.716 3.518 0.028
H -1.190 1.167 -2.173
C 0.410 -2.372 -0.180
C 0.243 -2.745 1.308
C 2.236 -0.806 0.223
N 1.694 -1.780 -0.535
N 1.527 0.231 0.589
N 3.565 -0.844 0.353
H 0.334 -3.314 -0.711
H -0.440 -1.832 -0.579
H 1.244 -2.615 1.756
H 0.186 -3.827 1.433
H 2.278 -2.201 -1.237
H 0.500 0.196 0.493
H 1.911 0.965 1.170
H 3.999 -1.754 0.414
H 4.161 -0.125 0.729
H -0.456 -2.183 1.903
```

The highest occupied orbital energy is -11.890 eV. Its total charge is +1. The value obtained for the LUMO energy is -2.75 eV. The calculation puts the frontier orbital gap at 9.140 eV.

Entry 2
3 unconnected molecules or ions with the total composition C6H18N3S. Source: the Open Molecules 2025 dataset; level of theory: ωB97M-V with the def2-TZVPD basis set.

XYZ file:
```
28
Properties=species:S:1:pos:R:3
C 0.394 1.440 2.052
C 0.437 0.809 -1.731
C -4.501 0.126 0.181
C 2.894 -1.584 -0.919
C 0.288 1.504 0.549
C -2.064 0.049 -0.310
N 0.857 0.749 -0.329
N -3.224 0.610 -0.045
N 2.795 -0.970 0.383
S -1.868 -1.651 0.097
H -0.548 1.775 2.519
H 1.232 1.976 2.443
H 0.616 0.494 2.318
H 0.399 -0.145 -2.117
H -0.465 1.468 -1.747
H 1.215 1.350 -2.281
H -4.952 0.853 1.051
H -5.154 0.181 -0.699
H -4.521 -0.939 0.540
H 3.397 -0.888 -1.498
H 3.292 -2.559 -0.944
H 1.878 -1.756 -1.271
H -0.457 2.136 0.082
H 1.619 0.075 -0.012
H -3.289 1.639 -0.368
H 2.686 -1.653 1.267
H 3.701 -0.580 0.546
H -0.511 -1.481 -0.014
```

The highest occupied orbital energy is -11.663 eV. Its total charge is +1. The value obtained for the LUMO energy is -3.19 eV. The calculation puts the frontier orbital gap at 8.472 eV.

Stability ranking, top entry: entry 1; the second entry is 3.736 eV less favorable.

Entry 1
3 unconnected molecules or ions with the total composition C3H12O2S2. Source: the Open Molecules 2025 dataset; level of theory: ωB97M-V with the def2-TZVPD basis set.

XYZ file:
```
19
Properties=species:S:1:pos:R:3
C 1.534 -1.303 -0.102
C 0.588 -1.030 1.035
S 0.739 0.670 1.685
S -0.179 1.815 0.190
C 0.163 3.434 0.955
H 2.573 -1.111 0.183
H 1.371 -0.618 -0.930
H 1.481 -2.308 -0.465
H -0.471 -1.205 0.855
H 0.833 -1.599 1.929
H 0.951 3.402 1.707
H 0.324 4.096 0.113
H -0.759 3.781 1.414
O 0.149 0.429 -2.812
H 0.374 1.002 -3.557
H -0.102 1.044 -2.108
O -2.912 -3.471 0.240
H -3.787 -3.856 0.341
H -2.872 -3.171 -0.672
```

The highest occupied orbital energy is -7.834 eV. The value obtained for the LUMO energy is 0.48 eV. The calculation puts the frontier orbital gap at 8.315 eV.

Entry 2
3 unconnected molecules or ions with the total composition C3H12O2S2. Source: the Open Molecules 2025 dataset; level of theory: ωB97M-V with the def2-TZVPD basis set.

XYZ file:
```
19
Properties=species:S:1:pos:R:3
C 0.443 -1.559 -0.844
C 0.023 -1.955 0.588
S 0.904 -1.305 1.930
S 0.480 0.671 2.034
C 1.559 1.505 0.893
H 1.398 -1.979 -1.089
H 0.389 -0.498 -0.992
H -0.265 -1.986 -1.560
H -1.062 -1.949 0.590
H 0.181 -3.042 0.651
H 1.114 2.437 0.583
H 2.541 1.782 1.243
H 1.797 0.974 -0.020
O -0.557 1.712 -1.516
H 0.285 1.992 -1.892
H -0.710 2.231 -0.721
O -3.208 0.281 -0.063
H -2.764 -0.137 0.688
H -2.550 0.827 -0.504
```

The highest occupied orbital energy is -9.116 eV. The value obtained for the LUMO energy is 0.38 eV. The calculation puts the frontier orbital gap at 9.497 eV.

Stability ranking, top entry: entry 2; the second entry is 0.052 eV less favorable.

Entry 1
2 unconnected molecules or ions with the total composition C2H9N4. Source: the Open Molecules 2025 dataset; level of theory: ωB97M-V with the def2-TZVPD basis set.

XYZ file:
```
15
Properties=species:S:1:pos:R:3
C 1.193 -1.992 -1.851
N 1.460 -0.934 -1.205
H 0.146 -2.244 -2.012
H 1.935 -2.729 -2.152
H 2.467 -0.813 -1.111
N 0.042 0.143 1.607
C -0.653 0.989 0.829
N -1.635 1.712 1.396
N -0.513 0.918 -0.490
H -0.155 0.143 2.591
H 0.501 -0.646 1.171
H -2.372 2.018 0.778
H -1.975 1.388 2.291
H -0.732 1.739 -1.029
H 0.292 0.306 -0.814
```

The highest occupied orbital energy is -14.813 eV. Its total charge is +1. The value obtained for the LUMO energy is -2.99 eV. The calculation puts the frontier orbital gap at 11.820 eV.

Entry 2
2 unconnected molecules or ions with the total composition C2H9N4. Source: the Open Molecules 2025 dataset; level of theory: ωB97M-V with the def2-TZVPD basis set.

XYZ file:
```
15
Properties=species:S:1:pos:R:3
C 1.727 0.125 0.487
C -2.202 0.610 0.448
N 1.359 1.131 -0.212
N 1.103 -1.004 0.478
N -0.394 -0.298 -1.162
N 0.174 -1.311 -0.552
H 2.492 0.333 1.105
H -1.983 0.898 1.445
H -2.808 1.184 -0.268
H -2.163 -0.453 0.421
H 1.865 1.963 -0.268
H 1.583 -1.649 1.071
H -1.099 -0.273 -1.832
H 0.536 0.931 -0.859
H -0.190 -2.184 -0.302
```

The highest occupied orbital energy (alpha / beta) is -12.376 / -12.710 eV. Its total charge is +1. The value obtained for the LUMO energy (alpha / beta) is -4.22 / -3.47 eV. The calculation puts the frontier orbital gap (alpha / beta) at 8.153 / 9.238 eV.

Stability ranking, top entry: entry 1; the second entry is 6.816 eV less favorable.

Entry 1
CH4N2P2 in the gas phase. Source: the Open Molecules 2025 dataset; level of theory: ωB97M-V with the def2-TZVPD basis set.

XYZ file:
```
9
Properties=species:S:1:pos:R:3
H -1.458 -1.499 0.584
N -0.731 -1.386 1.269
C 0.405 -0.969 0.408
P 1.997 -0.282 0.556
P 0.544 -0.121 -1.157
N -0.620 1.083 -0.903
H 1.917 0.722 1.396
H -1.550 0.657 -0.561
H -0.504 1.797 -1.593
```

The highest occupied orbital energy is -8.702 eV. The value obtained for the LUMO energy is -0.31 eV. The calculation puts the frontier orbital gap at 8.388 eV.

Entry 2
CH4N2P2 in the gas phase. Source: the Open Molecules 2025 dataset; level of theory: ωB97M-V with the def2-TZVPD basis set.

XYZ file:
```
9
Properties=species:S:1:pos:R:3
H -0.139 2.325 -1.411
N -0.767 2.165 -0.646
C -1.202 0.827 -0.430
P -2.523 -0.162 0.380
P -0.923 -0.834 -0.995
N 0.465 -1.338 -0.087
H -1.860 -0.109 1.497
H 0.751 -0.686 0.695
H 0.953 -2.118 -0.494
```

The highest occupied orbital energy is -8.689 eV. The value obtained for the LUMO energy is -0.28 eV. The calculation puts the frontier orbital gap at 8.407 eV.

Entry 3
2 unconnected molecules or ions with the total composition CH4N2P2. Source: the Open Molecules 2025 dataset; level of theory: ωB97M-V with the def2-TZVPD basis set.

XYZ file:
```
9
Properties=species:S:1:pos:R:3
C 0.066 -0.135 -0.121
N 0.758 1.082 0.137
N -1.082 -0.639 0.454
P 1.797 -0.379 0.343
P -1.072 -0.886 -1.248
H 0.979 1.699 -0.629
H -1.278 -1.335 1.188
H 1.288 -0.601 1.562
H -1.457 1.194 -1.685
```

The highest occupied orbital energy is -8.744 eV. The value obtained for the LUMO energy is -0.24 eV. The calculation puts the frontier orbital gap at 8.502 eV.

Stability ranking, top entry: entry 2; the second entry is 0.426 eV less favorable.